The following is a DFT calculation (wB97M-V/def2-TZVPD) of a molecular structure, C35H44BF4IrN2P2S2Si2.

For the LUMO energy, the calculation gives 4.02 eV. The value obtained for the HOMO energy is -1.06 eV. As for the net charge: -2.

Last column: Mulliken charge in e.
Cartesian coordinates (Å):
Ir  -1.30668  0.18828  0.09857  1.632
C  -1.77801  4.17672  -2.01446  -1.176
Si  -1.36270  3.71698  -0.25809  0.012
C  -2.81932  3.70800  0.88105  -0.938
C  -0.20421  5.10158  0.31447  -1.128
N  -0.57962  2.18887  -0.14154  0.618
P  0.87861  1.55372  -0.25891  1.574
C  0.55440  0.10460  -1.06026  -2.139
P  0.89684  -1.51769  -0.65543  0.971
N  -0.29897  -2.08383  0.20642  0.031
Si  -0.97580  -3.64643  0.34447  0.267
C  -1.72887  -3.81118  2.04744  -0.695
C  0.28011  -5.05960  0.14984  -1.226
C  -2.25899  -4.02084  -0.96242  -1.045
C  0.96576  -2.42027  -2.26795  0.478
C  -0.00980  -2.07432  -3.20921  -0.813
C  -0.10079  -2.74746  -4.41697  -0.605
C  0.78380  -3.77984  -4.71101  -0.484
C  1.74389  -4.14367  -3.78037  -0.734
C  1.82782  -3.47090  -2.56396  -0.352
C  2.48235  -2.02710  0.11554  1.036
C  3.69232  -1.80912  -0.54250  -0.742
C  4.89158  -2.22036  0.02306  -0.740
C  4.89323  -2.83142  1.27121  -0.569
C  3.69631  -3.01731  1.95060  -0.783
C  2.49720  -2.62123  1.37189  -0.511
C  1.67935  1.62338  1.38565  0.740
C  2.05624  2.85971  1.92044  -0.407
C  2.57599  2.94710  3.20150  -0.965
C  2.70883  1.80102  3.97972  -0.758
C  2.28146  0.58228  3.48232  -0.968
C  1.76653  0.49940  2.19405  -0.555
C  1.99140  2.60039  -1.29841  0.439
C  1.47814  2.89518  -2.56491  -0.851
C  2.20178  3.66269  -3.46337  -0.765
C  3.46246  4.13526  -3.11662  -0.438
C  3.99405  3.82766  -1.87449  -0.677
C  3.26089  3.06383  -0.96982  -0.455
H  -2.60113  4.89479  -2.02602  0.452
H  -2.11951  3.30221  -2.56868  0.273
H  -0.90947  4.61795  -2.51708  0.390
H  -3.36392  4.65708  0.84300  0.368
H  -2.48628  3.51679  1.90594  0.224
H  -3.50824  2.91388  0.58561  0.114
H  -0.60743  6.06208  -0.02238  0.441
H  0.80145  5.00066  -0.10904  0.293
H  -0.11860  5.12975  1.40561  0.219
H  -1.00910  -4.22600  2.76237  0.335
H  -2.60553  -4.46824  2.03134  0.313
H  -2.04530  -2.82635  2.40299  -0.074
H  1.28168  -4.80592  0.50652  0.269
H  0.36899  -5.34025  -0.90412  0.271
H  -0.06095  -5.94026  0.70691  0.452
H  -3.06088  -3.28100  -0.92973  0.216
H  -2.69114  -5.01784  -0.81465  0.370
H  -1.80425  -3.98959  -1.95764  0.247
H  -0.69085  -1.26319  -2.98010  0.429
H  -0.86377  -2.46525  -5.13238  0.422
H  0.71870  -4.29965  -5.65976  0.355
H  2.43169  -4.95329  -3.99534  0.392
H  2.57336  -3.78030  -1.84225  0.333
H  3.69024  -1.31312  -1.50780  0.512
H  5.82293  -2.07340  -0.51068  0.393
H  5.82651  -3.15889  1.71397  0.365
H  3.69478  -3.47940  2.93053  0.421
H  1.55244  -2.77293  1.88331  0.520
H  1.92629  3.75967  1.33427  0.519
H  2.86241  3.91204  3.60370  0.436
H  3.12563  1.86809  4.97826  0.346
H  2.32143  -0.30601  4.10203  0.470
H  1.38588  -0.44038  1.82984  0.697
H  0.49484  2.52041  -2.82673  0.487
H  1.77941  3.89928  -4.43270  0.394
H  4.02586  4.74487  -3.81411  0.361
H  4.97935  4.18678  -1.60119  0.391
H  3.68796  2.83304  -0.00271  0.454
C  -3.14848  -0.39064  4.38409  -1.720
C  -2.93724  -0.37625  2.88870  0.426
S  -1.37213  0.22941  2.35587  -0.255
C  -3.82413  -0.78048  1.99005  0.534
C  -5.18479  -1.33350  2.32415  -1.636
S  -3.41320  -0.72629  0.28681  -0.525
H  -2.24540  -0.04877  4.89484  0.407
H  -3.38057  -1.39572  4.74909  0.321
H  -3.96574  0.27396  4.68081  0.315
H  -5.52281  -1.01446  3.31224  0.411
H  -5.17619  -2.42993  2.30311  0.257
H  -5.91490  -0.99852  1.58399  0.347
F  -3.75482  2.03428  -1.63902  -0.219
B  -4.96739  2.68230  -1.98276  0.433
F  -5.31124  2.35344  -3.31666  -0.404
F  -5.99582  2.27844  -1.11076  -0.403
F  -4.80818  4.09048  -1.88319  -0.435

---

The following is a DFT calculation (wB97M-V/def2-TZVPD) of a molecular structure, C35H44Br2F4N4OPPdSi.

For the LUMO energy, the calculation gives 2.31 eV. The value obtained for the HOMO energy is -3.59 eV. As for the net charge: -1. The relative energy (zero: lowest compared OMol25 entry of this formula, charge and spin) comes out at 0.1401 eV.

Last column: Mulliken charge in e.
Cartesian coordinates (Å):
Pd  1.94999  -1.60038  -0.24211  -0.600
F  -1.05865  -7.73922  2.30217  -0.319
C  -0.39280  -6.57567  2.22409  0.551
C  -0.53889  -5.62345  3.20806  0.218
F  -1.33654  -5.86952  4.25850  -0.321
C  0.16143  -4.42902  3.11806  0.159
F  0.00787  -3.60576  4.16946  -0.435
C  0.99129  -4.11987  2.04911  0.147
P  1.79097  -2.42885  1.75416  1.712
C  3.26610  -2.62720  2.84301  -0.011
C  3.34265  -3.40684  3.99547  0.029
C  4.50618  -3.44540  4.74863  -0.757
C  5.61242  -2.69840  4.36076  -0.410
C  5.54838  -1.92342  3.21263  -0.719
C  4.38583  -1.89673  2.45221  -0.447
C  0.71949  -1.34837  2.78848  0.709
C  1.17306  -0.63550  3.89271  -0.452
C  0.33944  0.27100  4.53743  -0.920
C  -0.95846  0.46642  4.09231  -0.461
C  -1.41202  -0.23318  2.97988  -0.557
C  -0.57664  -1.12050  2.32052  -0.254
C  1.15265  -5.13184  1.08156  -0.475
Br  2.33973  -4.96083  -0.38015  -0.147
C  0.46607  -6.32953  1.16731  0.393
F  0.60638  -7.29204  0.24336  -0.330
H  2.48767  -3.98678  4.32376  0.224
H  4.54927  -4.05869  5.64075  0.403
H  6.52213  -2.72737  4.94821  0.356
H  6.40889  -1.34743  2.89541  0.418
H  4.33177  -1.32074  1.53201  0.381
H  2.18246  -0.77976  4.25440  0.319
H  0.71147  0.82734  5.38961  0.391
H  -1.60767  1.17016  4.59903  0.383
H  -2.41973  -0.07397  2.60970  0.348
H  -0.91284  -1.61273  1.41454  0.391
C  -0.77357  -2.12819  -5.34301  -1.098
N  -0.49906  -2.47276  -3.96938  0.000
C  -1.57545  -2.62711  -3.01422  -0.421
C  -0.87042  -2.32074  -1.69067  -0.384
O  -1.41253  -2.43855  -0.61426  -0.618
N  0.41075  -1.90865  -1.95126  1.254
C  0.56836  -1.94931  -3.27544  -0.330
N  1.64869  -1.53105  -3.91140  -0.192
H  -1.63344  -2.70399  -5.68108  0.395
H  0.06268  -2.39958  -5.98844  0.397
H  -0.99249  -1.06112  -5.47588  0.263
H  -1.99313  -3.63441  -3.00172  0.336
H  -2.38251  -1.90449  -3.17734  0.287
H  2.42970  -1.17395  -3.33754  0.269
H  1.69198  -1.59260  -4.91274  0.163
C  -1.96638  3.40888  1.68982  -2.294
C  -1.16019  4.04741  0.54776  2.693
C  0.20267  4.40004  1.16804  -1.860
C  -1.85496  5.35517  0.13718  -1.850
Si  -0.98081  2.80760  -0.92398  -0.865
Br  0.48393  1.27474  -0.27545  0.064
C  -0.23450  3.58683  -2.52430  2.544
C  0.90821  4.55458  -2.18411  -2.112
C  0.38257  2.51817  -3.44059  -2.019
C  -1.28841  4.36103  -3.33071  -1.826
C  -2.60338  1.83985  -1.29681  2.809
C  -3.81642  2.76861  -1.45539  -1.932
C  -2.91251  0.80255  -0.20187  -1.685
C  -2.44790  1.03762  -2.59828  -2.162
H  -1.95338  4.08810  2.54988  0.663
H  -1.53546  2.45874  2.01219  0.366
H  -3.00851  3.24055  1.42567  0.273
H  0.03353  5.08551  2.00702  0.550
H  0.88112  4.88942  0.47884  0.328
H  0.70359  3.51366  1.55711  0.282
H  -2.00060  5.97542  1.02905  0.527
H  -2.83487  5.19043  -0.30968  0.290
H  -1.25939  5.93739  -0.56550  0.297
H  1.68410  4.07016  -1.58962  0.352
H  0.56447  5.44201  -1.65563  0.346
H  1.37169  4.89362  -3.11734  0.593
H  1.18323  1.96816  -2.94618  0.439
H  0.81282  3.02111  -4.31418  0.580
H  -0.34803  1.79410  -3.80468  0.253
H  -1.77133  5.14977  -2.75270  0.273
H  -2.07049  3.70821  -3.72189  0.326
H  -0.80494  4.83693  -4.19180  0.514
H  -4.07633  3.26524  -0.52261  0.353
H  -4.68605  2.17286  -1.75637  0.533
H  -3.66959  3.54007  -2.21567  0.280
H  -3.02271  1.23782  0.78945  0.263
H  -2.14256  0.03461  -0.14083  -0.081
H  -3.85679  0.30633  -0.45296  0.551
H  -2.38796  1.67136  -3.48494  0.254
H  -3.32081  0.38550  -2.71747  0.756
H  -1.55815  0.40322  -2.56443  0.087
N  3.68288  -0.54585  -2.46798  -0.842
C  3.65968  -0.43688  -1.30872  -0.151